Here is a molecular structure, C21H11F5I2N4ORuS at a distorted geometry from OMol25. Energies are from ωB97M-V/def2-TZVPD.

Computed properties:
relative energy (zero: lowest compared OMol25 entry of this formula, charge and spin): 25.4 kcal/mol
highest occupied orbital energy (alpha / beta): -11.26 / -11.03 eV
energy: -2688.65657 Eh
molecular weight: 817.3 g/mol
spin multiplicity: 2
E_LUMO (alpha / beta): -6.063 / -6.075 eV
expectation value of S²: 0.76
Kohn-Sham gap (alpha / beta): 0.191 / 0.182 Eh
charge: +1

Structure (XYZ):
```
46
Properties=species:S:1:pos:R:3:forces:R:3
Ru -0.279 -0.610 -0.562 -2.996 -1.130 -1.611
C 0.227 2.475 -3.587 0.258 0.115 -0.089
C 1.590 2.728 -3.506 -0.261 0.000 -0.037
C 2.349 2.020 -2.593 0.116 -0.350 0.319
C 1.738 1.067 -1.789 -0.279 0.536 -0.532
N 0.408 0.822 -1.890 0.388 0.324 0.011
C -0.324 1.512 -2.765 -0.126 -0.160 -0.030
C 2.425 0.286 -0.759 -0.015 -0.505 0.408
C 3.784 0.238 -0.502 -0.021 -0.019 -0.209
C 4.240 -0.562 0.537 -0.178 0.009 0.049
C 3.335 -1.231 1.350 0.035 -0.139 0.038
C 1.984 -1.134 1.073 0.147 0.262 -0.539
N 1.567 -0.442 -0.010 2.197 1.386 1.624
C 0.874 -1.694 1.848 -0.434 -0.327 0.475
C 1.013 -2.333 3.070 0.251 0.148 -0.316
C -0.119 -2.734 3.758 -0.354 -0.005 -0.016
C -1.367 -2.476 3.214 0.254 -0.019 0.139
C -1.440 -1.852 1.981 -0.135 -0.025 -0.162
N -0.354 -1.493 1.301 0.294 0.080 0.289
H -0.403 3.017 -4.276 -0.024 -0.018 -0.023
H 2.054 3.470 -4.139 -0.013 0.029 -0.005
H 3.409 2.200 -2.489 0.017 0.049 -0.052
H -1.374 1.254 -2.817 0.001 0.011 0.064
H 4.478 0.795 -1.113 0.024 0.001 0.010
H 5.300 -0.651 0.726 0.016 0.042 0.025
H 3.680 -1.828 2.182 0.035 0.025 0.022
H 1.998 -2.508 3.478 -0.001 0.031 0.044
H -0.030 -3.230 4.715 0.023 -0.011 0.010
H -2.278 -2.750 3.723 -0.002 -0.026 0.011
H -2.388 -1.653 1.506 0.020 -0.014 -0.022
O -2.699 -3.476 -0.180 -0.337 -0.334 -0.007
S -2.556 -2.812 -1.473 1.019 0.973 0.456
N -1.608 -1.634 -1.467 -1.457 -0.316 -0.352
F -3.517 0.175 -1.598 -0.207 0.211 -0.092
C -3.077 0.925 -0.578 0.314 -0.192 0.051
C -1.812 0.725 -0.044 1.077 -0.021 0.425
C -1.447 1.590 0.985 -0.083 -0.289 -0.244
F -0.206 1.460 1.512 -0.102 0.294 0.230
C -2.276 2.569 1.498 0.051 -0.116 -0.046
F -1.880 3.356 2.495 0.000 0.027 0.025
C -3.542 2.718 0.951 0.003 -0.036 -0.040
F -4.370 3.635 1.431 -0.012 0.058 -0.012
C -3.935 1.906 -0.099 0.065 -0.002 0.068
F -5.136 2.068 -0.645 -0.047 -0.008 0.010
I 1.100 -2.057 -3.481 0.063 -1.642 1.676
I 0.866 -3.849 -0.969 0.413 1.096 -2.044
```
Forces are in eV/Å.